Formula: C7H6N6OS
Source: OMol25
Level of theory: ωB97M-V/def2-TZVPD

Structure (XYZ):
```
21
Properties=species:S:1:pos:R:3:nbo_charge:R:1
C 0.8856 1.2582 -2.2058 -0.299
C -0.2211 1.8549 -2.6707 0.105
C -0.7641 1.0298 -0.6920 0.133
C 0.5436 0.7227 -0.8620 -0.193
C -0.1603 -0.4416 2.7922 0.383
C -1.8318 -1.8589 3.1255 0.164
C 1.5206 0.0327 -0.0543 0.058
N -0.7094 -0.0912 3.9685 -0.218
N 0.8295 0.1415 2.2082 -0.164
N 1.5199 -0.1591 1.2188 -0.090
N -1.6292 -1.0323 4.2033 -0.347
N -0.3077 -2.2714 1.2954 -0.323
N -0.8575 -1.5830 2.2408 -0.213
O -1.2665 1.6239 -1.8089 -0.404
S -2.6721 -3.2952 3.0977 -0.225
H 1.8471 1.4186 -2.5584 0.226
H -0.5705 2.4654 -3.5592 0.226
H -1.2351 0.6362 0.1744 0.210
H 2.3287 -0.2466 -0.6742 0.204
H -2.3141 -1.0460 4.8412 0.414
H -0.9775 -3.0409 1.0830 0.350
```

The value obtained for the relative energy (zero: lowest compared OMol25 entry of this formula, charge and spin) is 5.8470 eV. The calculation puts the total energy at -29173.067 eV. As for the HOMO-LUMO gap (alpha / beta): 6.593 / 6.912 eV. For the LUMO energy (alpha / beta), the calculation gives -1.4 / -1.3 eV. As for the spin multiplicity: 1. The HOMO energy (alpha / beta) is -7.99 / -8.23 eV.